(1)
Formula: C3H7NO2S
Source: OMol25
Level of theory: the ωB97M-V functional and the def2-TZVPD basis

**SMILES string**: N[C@@H](CS)C(=O)O
**E_LUMO**: 0.026 Eh
**M**: 121.16 Da
**Energy relative to the best compared isomer or geometry (same formula, charge and spin)**: 34.3 kcal/mol

Geometry as ORCA input:
```
! wB97M-V def2-TZVPD RIJCOSX def2/J DEFGRID3
* xyz 0 1
N 1.74 -0.23 0.00
C 0.32 -0.42 0.13
C -0.52 1.01 0.24
S 0.20 2.26 1.42
C -0.40 -1.29 -0.78
O -0.24 -1.30 -1.98
O -1.37 -2.08 -0.15
H 2.22 0.03 -0.91
H 2.11 0.34 0.74
H 0.20 -0.96 1.19
H -0.65 1.39 -0.76
H -1.59 0.69 0.60
H -0.53 3.33 1.11
H -1.49 -2.78 -0.83
*
```

These are the Löwdin partial charges, in e, on atoms 1 to 8: 0.022 -0.372 -0.467 0.668 -0.501 0.120 0.068 0.119

***

(2)
Formula: C52H45Br2N6O8P2S2Ta
Source: OMol25
Level of theory: the ωB97M-V functional and the def2-TZVPD basis

**E_LUMO**: -0.044 Eh
**M**: 1348.80 Da
**Energy relative to the best compared isomer or geometry (same formula, charge and spin)**: 42.8 kcal/mol

Geometry as ORCA input:
```
! wB97M-V def2-TZVPD RIJCOSX def2/J DEFGRID3
* xyz 0 1
Ta -0.21 0.19 -0.01
S -0.12 -2.00 -1.10
C 0.36 -1.79 -2.78
C 0.77 -2.91 -3.51
C 1.10 -2.78 -4.84
C 1.04 -1.53 -5.45
C 0.62 -0.42 -4.73
C 0.25 -0.55 -3.39
S -0.40 0.82 -2.51
H 0.81 -3.87 -3.02
H 1.40 -3.65 -5.41
H 1.32 -1.41 -6.49
H 0.56 0.55 -5.20
C -0.90 2.64 2.63
O -1.37 2.42 1.30
C -2.32 3.28 0.84
C -2.78 4.40 1.51
C -3.64 5.27 0.85
Br -4.21 6.83 1.75
C -4.05 5.05 -0.45
C -3.61 3.89 -1.11
C -2.81 3.00 -0.43
O -2.40 1.80 -0.93
C -3.95 3.70 -2.53
N -5.01 4.20 -3.10
C -4.90 3.84 -4.44
C -5.76 4.11 -5.51
C -5.40 3.63 -6.75
C -4.22 2.90 -6.94
C -3.36 2.61 -5.90
C -3.74 3.10 -4.65
N -3.14 3.00 -3.40
H -1.66 2.32 3.35
H -0.63 3.68 2.78
H -0.02 2.03 2.74
H -2.46 4.63 2.52
H -4.69 5.74 -0.98
H -2.92 1.53 -1.70
H -6.66 4.68 -5.35
H -6.04 3.82 -7.60
H -3.97 2.55 -7.94
H -2.45 2.05 -6.04
H -2.23 2.61 -3.22
C 3.40 -3.32 3.50
O 3.70 -3.11 2.12
P 2.44 -2.64 1.17
O 3.23 -2.73 -0.24
C 4.06 -1.63 -0.60
O 1.58 -4.01 1.06
C 2.11 -5.21 0.50
H 4.32 -3.62 3.99
H 2.65 -4.11 3.62
H 3.02 -2.41 3.97
H 4.54 -1.88 -1.55
H 4.83 -1.45 0.15
H 3.46 -0.72 -0.74
H 1.36 -5.98 0.63
H 3.04 -5.49 1.00
H 2.30 -5.07 -0.57
N 1.39 1.20 -0.08
P 2.19 2.49 0.38
C 2.95 2.31 2.00
C 3.58 3.37 2.65
C 4.27 3.14 3.83
C 4.37 1.85 4.33
C 3.77 0.79 3.67
C 3.05 1.02 2.51
C 3.62 2.88 -0.67
C 4.73 2.02 -0.58
C 5.88 2.29 -1.30
C 5.95 3.42 -2.10
C 4.86 4.28 -2.19
C 3.70 4.01 -1.47
C 1.13 3.95 0.24
C 0.44 4.06 -0.97
C -0.36 5.16 -1.22
C -0.49 6.16 -0.26
C 0.19 6.05 0.94
C 1.00 4.95 1.19
H 3.56 4.37 2.23
H 4.75 3.96 4.34
H 4.92 1.67 5.25
H 3.85 -0.21 4.06
H 2.56 0.20 1.99
H 4.68 1.16 0.06
H 6.73 1.63 -1.22
H 6.85 3.64 -2.65
H 4.91 5.16 -2.81
H 2.87 4.69 -1.54
H 0.54 3.28 -1.72
H -0.89 5.24 -2.16
H -1.12 7.02 -0.45
H 0.09 6.82 1.69
H 1.51 4.87 2.15
N -0.67 -2.27 2.53
C -0.13 -1.09 2.89
O 0.18 -0.25 1.94
C 0.13 -0.82 4.23
C -0.07 -1.86 5.17
N -0.21 -2.72 5.93
C 0.62 0.43 4.69
N 1.02 1.43 5.09
H -0.82 -2.98 3.23
H -0.61 -2.57 1.57
Br -4.59 -4.74 -1.25
C -4.67 -3.55 0.22
C -5.65 -3.72 1.18
C -5.71 -2.85 2.26
C -4.79 -1.82 2.37
C -3.82 -1.65 1.39
C -3.76 -2.52 0.30
C -2.85 -0.53 1.51
O -2.79 0.19 2.49
O -2.04 -0.40 0.46
H -6.37 -4.53 1.09
H -6.47 -2.98 3.01
H -4.81 -1.14 3.21
H -2.99 -2.39 -0.45
*
```

These are the Löwdin partial charges, in e, on atoms 1 to 8: 1.504 0.657 -0.649 -0.115 -0.092 -0.091 -0.122 -0.668

***

(3)
Formula: ClH2O3PS
Source: OMol25
Level of theory: the ωB97M-V functional and the def2-TZVPD basis

**E_LUMO (spin up / spin down)**: -0.110 / -0.110 Eh
**M**: 148.51 Da
**Energy relative to the best compared isomer or geometry (same formula, charge and spin)**: 111.5 kcal/mol

Geometry as ORCA input:
```
! wB97M-V def2-TZVPD RIJCOSX def2/J DEFGRID3
* xyz 0 1
O -1.53 -0.19 -0.94
O -0.12 0.41 1.40
O -0.13 0.08 -1.19
P 0.77 0.74 0.04
S 2.34 -1.99 0.22
Cl 0.31 2.68 -0.13
H -1.47 -1.16 -0.91
H -0.18 -0.57 1.50
*
```

Charges in e, computed with Löwdin, in the same order as the atoms: -0.059 -0.363 -0.467 0.363 0.063 0.314 0.097 0.052

***

(4)
Formula: C2H3BrI2
Source: OMol25
Level of theory: the ωB97M-V functional and the def2-TZVPD basis

**E_LUMO (spin up / spin down)**: -0.088 / -0.059 Eh
**M**: 360.76 Da
**Energy relative to the best compared isomer or geometry (same formula, charge and spin)**: 35.3 kcal/mol

Geometry as ORCA input:
```
! wB97M-V def2-TZVPD RIJCOSX def2/J DEFGRID3
* xyz 0 1
C 0.36 0.11 -0.91
C -0.26 0.33 0.45
Br 0.30 1.51 1.72
I -2.39 0.11 0.46
I 0.39 -2.28 1.76
H 0.13 0.98 -1.57
H 1.40 0.20 -0.63
H 0.09 -0.97 -1.26
*
```

Charges in e, computed with Löwdin, in the same order as the atoms: -0.285 -1.458 0.671 0.732 0.096 0.094 0.046 0.103